a) The following is a quantum chemistry calculation of a 2-piece molecular cluster, C5H15N2O2 overall, from the Open Molecules 2025 dataset.

Properties
- HOMO energy (eV) = -12.155
- net charge = +1

Each line ends with the natural charge from an NBO analysis.
Element x y z (Å)
N: 0.251 0.849 2.293  -0.6886
C: -1.099 0.396 2.087  -0.2540
C: -1.288 -0.381 0.620  -0.2872
N: -0.975 0.701 -0.427  -0.6863
C: 0.527 1.768 -1.893  -0.6291
C: 0.246 0.510 -1.232  -0.1443
C: 0.041 -0.747 -2.182  0.4256
O: -0.410 -1.745 -1.647  -0.5321
H: 0.602 1.046 3.209  0.4371
H: 0.358 1.734 1.800  0.4385
H: 1.000 0.225 1.886  0.4772
H: -1.805 1.274 2.175  0.2392
H: -1.346 -0.372 2.833  0.2301
H: -2.335 -0.880 0.476  0.2492
H: -0.729 -1.334 0.317  0.2753
H: -1.791 1.077 -0.901  0.3919
H: 1.073 2.485 -1.188  0.2223
H: 1.234 1.585 -2.671  0.2254
H: -0.316 2.189 -2.438  0.2319
H: 1.025 0.111 -0.468  0.2083
H: 0.261 -0.742 -3.256  0.1457
H: 1.942 -2.281 1.010  0.5097
H: 2.918 -1.513 1.702  0.4970
O: 1.963 -1.346 1.403  -0.9831

---

b) The following is a quantum chemistry calculation of a 2-piece molecular cluster, C5H15N2O2 overall, from the Open Molecules 2025 dataset.

Properties
- HOMO energy (eV) = -12.292
- net charge = +1

Each line ends with the natural charge from an NBO analysis.
Element x y z (Å)
C: -2.393 2.635 -1.409  -0.4251
C: -2.527 1.519 0.811  -0.3988
C: 2.470 -1.325 1.574  -0.4809
C: 1.902 -3.141 -0.079  -0.4073
C: -0.852 0.846 -0.813  0.8965
N: -1.898 1.677 -0.472  -0.4215
N: 1.830 -1.627 0.272  -0.5271
O: -0.221 1.343 -1.829  -0.6451
O: -0.330 0.034 -0.022  -0.7813
H: -1.731 3.590 -1.369  0.2075
H: -2.346 2.388 -2.495  0.2355
H: -3.446 2.865 -1.148  0.2217
H: -3.621 1.638 0.673  0.2104
H: -2.303 0.750 1.407  0.2281
H: -2.170 2.404 1.486  0.1947
H: 1.690 -1.132 2.395  0.2530
H: 3.252 -2.134 1.816  0.2360
H: 3.002 -0.352 1.744  0.2600
H: 1.274 -3.695 0.667  0.2520
H: 1.710 -3.213 -1.185  0.2449
H: 2.936 -3.392 0.030  0.2218
H: 2.363 -1.009 -0.446  0.4431
H: 0.523 0.690 -2.041  0.4959
H: 0.885 -1.359 0.430  0.4861

---

Going by the energies, b) is most stable and the next is 0.999 eV up.

---

a) The following is a quantum chemistry calculation of a 2-piece molecular cluster, C4H4S2 overall, from the Open Molecules 2025 dataset.

Properties
- HOMO energy (eV) = -8.787
- net charge = 0

Each line ends with the natural charge from an NBO analysis.
Element x y z (Å)
C: -0.381 -1.644 -0.692  -0.4632
C: 0.355 -0.583 -0.614  0.0791
C: -2.702 1.347 -0.685  -0.1605
C: 0.873 0.634 -0.771  -0.4213
S: -2.904 1.545 0.829  0.1592
S: 0.976 1.885 0.586  -0.0170
H: -1.388 -1.420 -0.621  0.2213
H: -0.119 -2.629 -0.365  0.2205
H: 1.313 1.029 -1.775  0.2543
H: 1.280 0.998 1.509  0.1276

---

b) The following is a quantum chemistry calculation of one molecule with the formula C4H4S2, from the Open Molecules 2025 dataset.

Properties
- structure (SMILES) = C=C(C=S)C=S
- HOMO energy (eV) = -8.942
- net charge = 0

Each line ends with the natural charge from an NBO analysis.
Element x y z (Å)
C: 0.053 -1.213 -0.709  -0.1858
C: 0.000 -0.061 -0.030  -0.2392
C: -0.932 0.154 1.093  -0.2815
S: -1.992 -0.905 1.690  0.0778
C: 0.868 1.102 -0.372  -0.2798
S: 1.989 1.182 -1.539  0.0767
H: -0.569 -2.038 -0.419  0.2177
H: 0.750 -1.331 -1.532  0.2190
H: -0.878 1.126 1.552  0.1968
H: 0.712 1.984 0.266  0.1983

---

c) The following is a quantum chemistry calculation of C4H4S2 as an isolated structure, from the Open Molecules 2025 dataset.

Properties
- HOMO energy (alpha / beta) (eV) = -8.083 / -8.082
- net charge = 0

Each line ends with the natural charge from an NBO analysis.
Element x y z (Å)
C: -0.630 1.279 0.571  -0.3372
C: -0.679 -0.722 0.637  -0.0552
C: 0.592 0.622 -0.248  -0.4574
C: 0.748 -0.777 0.333  -0.5214
S: -2.277 1.151 -0.106  0.2563
S: -1.840 -0.850 -0.608  0.1931
H: 0.235 0.521 -1.260  0.2141
H: 1.551 1.269 -0.162  0.2467
H: 1.211 -0.913 1.325  0.2483
H: 1.089 -1.579 -0.482  0.2126

---

Going by the energies, b) is most stable and the next is 2.755 eV up.

---

a) The following is a quantum chemistry calculation of one molecule with the formula C6H8O2S, from the Open Molecules 2025 dataset.

Properties
- HOMO energy (alpha / beta) (eV) = -8.760 / -9.055
- net charge = 0

Each line ends with the natural charge from an NBO analysis.
Element x y z (Å)
C: 1.428 0.068 -0.083  0.1768
C: -0.817 -1.333 -0.030  -0.2128
C: 2.624 -0.305 0.317  -0.5232
C: -1.051 -2.619 -0.213  -0.4579
C: 0.735 1.350 -0.425  -0.5181
C: -0.595 1.606 0.364  -0.6088
O: -2.286 0.506 -1.283  -0.9454
O: -2.754 0.077 1.032  -0.9327
S: -1.753 0.228 -0.013  2.1080
H: 3.512 0.388 0.250  0.2263
H: 2.740 -1.372 0.723  0.2441
H: -2.055 -2.920 -0.471  0.2293
H: -0.261 -3.350 -0.122  0.2296
H: 1.550 2.071 -0.031  0.2353
H: 0.576 1.503 -1.437  0.2426
H: -0.534 1.658 1.494  0.2544
H: -1.058 2.443 -0.072  0.2524

---

b) The following is a quantum chemistry calculation of a 2-piece molecular cluster, C6H8O2S overall, from the Open Molecules 2025 dataset.

Properties
- HOMO energy (eV) = -8.364
- net charge = 0

Each line ends with the natural charge from an NBO analysis.
Element x y z (Å)
C: -0.086 1.502 -0.188  -0.2468
C: 1.090 0.803 0.294  -0.2764
C: -0.912 1.972 0.791  -0.4612
C: 1.038 0.717 1.634  -0.4210
C: -0.922 -1.387 -1.648  -0.2663
C: 0.093 -1.612 0.512  0.4361
O: -0.270 -1.801 1.765  -0.6881
O: -0.995 -1.393 -0.193  -0.5710
S: -0.297 1.506 2.300  0.4634
H: -0.152 1.446 -1.255  0.2141
H: 2.056 0.557 -0.165  0.2429
H: -1.843 2.260 0.464  0.2413
H: -1.708 -2.165 -2.044  0.2064
H: 0.150 -1.657 -1.985  0.2117
H: -1.152 -0.338 -1.915  0.1934
H: 1.932 0.342 2.275  0.2584
H: -1.206 -1.526 1.884  0.4631

---

Going by the energies, b) is most stable and the next is 3.107 eV up.

---

a) The following is a quantum chemistry calculation of C4H6O as an isolated structure, from the Open Molecules 2025 dataset.

Properties
- HOMO energy (alpha / beta) (eV) = -7.506 / -7.343
- net charge = 0

Each line ends with the natural charge from an NBO analysis.
Element x y z (Å)
C: -0.795 -0.918 -0.177  -0.6119
C: -0.023 0.073 0.709  -0.3571
C: 1.295 0.034 -0.017  -0.0066
O: 0.973 1.157 -0.720  -0.3701
C: -0.208 1.297 -0.124  0.0794
H: -1.870 -0.696 -0.290  0.2054
H: -0.676 -1.956 0.119  0.2093
H: -0.083 0.095 1.801  0.2392
H: -0.008 -0.857 -0.993  0.2401
H: 2.318 -0.189 0.223  0.1890
H: -1.033 1.797 -0.616  0.1835

---

b) The following is a quantum chemistry calculation of a 2-piece molecular cluster, C4H6O overall, from the Open Molecules 2025 dataset.

Properties
- structure (SMILES) = C1=CC1.C=O
- HOMO energy (eV) = -9.626
- net charge = 0

Each line ends with the natural charge from an NBO analysis.
Element x y z (Å)
C: 0.737 -0.823 0.352  -0.2193
C: -0.263 -1.354 -0.271  -0.1546
C: 0.662 -0.539 -1.123  -0.4337
H: 1.277 -0.663 1.272  0.2249
H: -1.170 -1.938 -0.257  0.2272
H: 1.348 -1.047 -1.802  0.1805
H: 0.332 0.445 -1.471  0.1944
C: -0.731 1.478 0.830  0.2728
O: -1.307 1.655 -0.213  -0.5164
H: 0.248 1.952 1.048  0.1100
H: -1.133 0.834 1.635  0.1141

---

c) The following is a quantum chemistry calculation of one molecule with the formula C4H6O, from the Open Molecules 2025 dataset.

Properties
- structure (SMILES) = CC#CCO
- HOMO energy (eV) = -9.456
- net charge = 0

Each line ends with the natural charge from an NBO analysis.
Element x y z (Å)
C: 0.991 0.170 -2.089  -0.7146
C: 0.210 0.032 -0.845  0.0331
C: -0.365 -0.124 0.208  -0.0932
C: -1.069 -0.222 1.474  -0.1218
O: -0.292 0.202 2.629  -0.7236
H: 0.779 1.190 -2.488  0.2351
H: 0.470 -0.449 -2.917  0.2578
H: 2.055 0.206 -1.723  0.2590
H: -1.487 -1.305 1.698  0.1828
H: -1.962 0.356 1.467  0.2077
H: 0.671 -0.055 2.586  0.4777

---

d) The following is a quantum chemistry calculation of C4H6O as an isolated structure, from the Open Molecules 2025 dataset.

Properties
- HOMO energy (eV) = -8.689
- net charge = 0

Each line ends with the natural charge from an NBO analysis.
Element x y z (Å)
C: -1.363 -0.435 -0.573  -0.3753
C: -0.020 -0.223 0.641  -0.3971
C: 1.282 -0.181 -0.158  -0.0581
O: 0.737 0.713 -1.137  -0.5158
C: -0.506 0.738 -0.433  0.0350
H: -2.225 -0.243 0.089  0.1690
H: -0.590 -1.228 0.265  0.3082
H: -0.141 -0.029 1.700  0.2455
H: 1.617 -1.126 -0.597  0.1890
H: 2.099 0.285 0.404  0.1893
H: -0.890 1.729 -0.202  0.2104

---

Going by the energies, c) is most stable and the next is 1.101 eV up.